Molecular formula: C47H31NO7P
Method: DFT, ωB97M-V/def2-TZVPD

Structure (XYZ):
```
87
Properties=species:S:1:pos:R:3:forces:R:3
O -7.442831 5.856064 7.930132 0.14 0.20 0.26
P -8.445997 5.394248 6.828296 -0.44 -0.09 -0.97
C -7.918973 5.733805 5.151833 -0.60 0.37 1.34
C -7.322730 4.741884 4.437741 0.46 -0.98 -0.23
C -6.933342 5.003234 3.136079 -0.05 -0.19 0.26
C -7.201269 6.260954 2.676649 0.35 -0.19 -0.75
C -7.790224 7.199506 3.494832 -0.44 1.01 0.29
N -8.170503 6.982834 4.744966 0.22 -0.36 -0.31
H -6.518227 5.818123 7.649531 0.22 0.10 0.21
H -9.658641 6.047382 7.028605 0.11 0.04 0.28
H -8.660953 4.020147 6.953193 -0.03 0.01 0.03
H -7.155545 3.772475 4.874985 0.02 -0.26 0.07
H -6.458407 4.242670 2.546412 0.17 -0.16 -0.24
H -6.956931 6.534230 1.668430 0.10 0.13 -0.29
H -7.964280 8.185933 3.100443 -0.12 0.27 0.03
C -2.137135 6.106420 4.102854 0.04 -0.01 -0.03
C -0.845065 6.464291 3.731793 -0.05 -0.01 0.01
C -0.151960 5.700476 2.808852 0.02 0.12 0.07
C -0.743353 4.570628 2.258819 -0.09 -0.05 0.01
C -2.032601 4.201569 2.643700 0.06 -0.08 -0.07
C -2.727342 4.978099 3.560683 -0.02 0.19 0.13
C -2.674151 2.971451 2.097966 -0.16 -0.11 0.00
O -3.803796 2.660596 2.430211 -0.07 0.11 0.03
C -1.897388 2.137959 1.145838 0.06 0.07 0.03
C -2.452347 0.959356 0.662297 -0.01 -0.10 -0.07
C -1.744428 0.178087 -0.235188 0.04 0.03 -0.01
C -0.481245 0.574110 -0.661380 -0.02 -0.02 0.00
C 0.076691 1.746932 -0.179631 0.06 -0.17 -0.14
C -0.621229 2.527834 0.728633 -0.10 0.06 0.11
C 0.012944 3.767091 1.254517 0.18 0.02 -0.10
O 1.112728 4.116456 0.884780 0.00 0.00 0.02
H -2.679427 6.709727 4.819545 0.01 0.02 0.01
H -0.380391 7.340513 4.163213 0.00 0.01 0.00
H 0.850447 5.975789 2.512732 0.01 -0.07 -0.08
H -3.729201 4.692708 3.850991 0.00 -0.11 -0.05
H -3.435532 0.655587 0.992505 -0.02 0.08 0.05
H -2.175569 -0.741628 -0.606475 0.00 -0.01 -0.01
H 0.067791 -0.035663 -1.368211 0.00 -0.01 -0.01
H 1.059252 2.056693 -0.506786 0.01 0.10 0.07
C 4.115729 2.084354 -1.684097 0.06 0.01 -0.01
C 5.415638 2.405298 -2.064177 -0.05 -0.04 -0.01
C 6.087725 1.617259 -2.984275 0.01 0.13 0.09
C 5.466757 0.498350 -3.524106 -0.07 -0.07 -0.01
C 4.169444 0.169743 -3.131565 0.06 -0.09 -0.07
C 3.497404 0.967190 -2.218196 -0.06 0.21 0.19
C 3.490506 -1.042814 -3.662277 -0.16 -0.09 0.00
O 2.355722 -1.319150 -3.323776 -0.02 0.11 0.04
C 4.238412 -1.913199 -4.603963 0.11 0.04 -0.01
C 3.643253 -3.082287 -5.061996 -0.06 -0.11 -0.04
C 4.323979 -3.898445 -5.948604 0.08 0.02 -0.03
C 5.597011 -3.547215 -6.385970 -0.07 0.00 0.03
C 6.196153 -2.385526 -5.928312 0.04 -0.11 -0.09
C 5.524346 -1.568163 -5.030272 -0.11 0.05 0.09
C 6.195491 -0.337225 -4.522574 0.17 0.02 -0.07
O 7.303562 -0.025852 -4.901499 -0.01 0.00 0.01
H 3.590274 2.705864 -0.969624 0.01 0.01 0.00
H 5.903787 3.272824 -1.640970 0.00 0.01 0.00
H 7.096053 1.865014 -3.284810 0.01 -0.07 -0.08
H 2.489225 0.705861 -1.927650 0.00 -0.09 -0.06
H 2.651684 -3.350456 -4.720860 -0.01 0.08 0.05
H 3.862816 -4.810778 -6.302100 -0.01 -0.01 -0.01
H 6.123768 -4.184524 -7.083425 0.01 -0.01 -0.01
H 7.187050 -2.111737 -6.262177 0.01 0.08 0.06
C -0.759682 -9.323979 -1.211746 -0.02 0.03 -0.04
C -1.153532 -8.572275 -2.313964 0.02 -0.03 0.05
C -0.620188 -7.312264 -2.522268 -0.09 -0.09 -0.07
C 0.303671 -6.793273 -1.624464 0.06 0.00 0.12
C 0.685813 -7.541318 -0.508431 0.00 0.12 -0.07
C 0.156884 -8.810019 -0.311072 -0.08 -0.12 -0.01
C 1.648121 -6.992325 0.488512 0.06 -0.11 0.14
O 1.985548 -7.644411 1.453662 -0.01 0.01 0.00
C 2.178422 -5.617374 0.268989 -0.07 0.02 -0.11
C 3.041119 -5.066526 1.207632 0.10 0.09 0.07
C 3.554893 -3.796100 1.012226 -0.01 0.04 -0.05
C 3.212393 -3.071419 -0.125027 0.01 -0.03 0.06
C 2.348051 -3.612057 -1.061406 0.04 0.12 -0.02
C 1.824490 -4.883778 -0.866198 -0.01 -0.11 0.11
C 0.880720 -5.442252 -1.874362 -0.02 0.09 -0.16
O 0.589439 -4.815551 -2.872326 0.01 0.00 0.00
H -1.171815 -10.311908 -1.055531 -0.01 -0.01 0.00
H -1.876479 -8.972997 -3.011874 0.00 -0.01 -0.01
H -0.918037 -6.726368 -3.380465 0.07 0.08 0.01
H 0.464256 -9.388672 0.548613 0.06 0.07 0.05
H 3.307451 -5.635599 2.087235 -0.05 -0.09 -0.03
H 4.225430 -3.368086 1.745637 0.01 0.00 0.00
H 3.619162 -2.079560 -0.279129 0.00 0.01 -0.01
H 2.079239 -3.044846 -1.941351 -0.08 -0.08 -0.05
```
Forces are in eV/Å.

Calculated values
2S+1 = 1
Kohn-Sham gap = 6.458 eV
Charge = +1